w) Here is a 2-piece molecular cluster, C2H7NO2S overall from the OMol25 dataset. Energies are from ωB97M-V/def2-TZVPD.

CARTESIAN COORDINATES (ANGSTROEM)
C: -2.303 0.467 -0.640
C: 1.158 -1.002 0.305
N: 1.147 -1.935 1.203
O: 1.209 1.448 0.614
O: 3.152 0.277 -0.532
S: 2.397 0.252 0.657
H: -1.445 0.250 -1.210
H: -1.936 0.292 0.311
H: -2.724 1.458 -0.867
H: 0.474 -0.932 -0.571
H: 0.339 -2.651 0.965
H: 1.681 2.304 0.731
H: -3.149 -0.228 -0.966

The value obtained for the LUMO energy is 0.44 eV. The calculation puts the gap between HOMO and LUMO at 10.3412 eV.

***

x) Here is a single C2H7NO2S molecule from the OMol25 dataset. Energies are from ωB97M-V/def2-TZVPD.

CARTESIAN COORDINATES (ANGSTROEM)
C: -1.978 -0.195 1.039
S: -0.653 0.070 0.049
O: -1.058 0.366 -1.483
O: -0.170 -1.501 -0.044
C: 1.257 0.439 0.269
N: 1.862 0.511 -1.005
H: -2.719 0.555 0.977
H: -1.676 -0.338 2.010
H: -1.096 -1.818 -0.178
H: 1.436 1.476 0.684
H: 1.525 -0.438 0.749
H: 1.837 -0.352 -1.541
H: 1.432 1.226 -1.526

The SMILES is C=[S@](=O)(O)CN. The value obtained for the LUMO energy is 0.37 eV. The calculation puts the gap between HOMO and LUMO at 8.9793 eV.

***

Energies relative to the most stable structure are w) 0.0000; x) 0.0723, reported in hartree.

***

w) Here is C20H24BrNOP2Y as an isolated structure from the OMol25 dataset. Energies are from ωB97M-V/def2-TZVPD.

CARTESIAN COORDINATES (ANGSTROEM)
C: -1.777 0.981 -3.451
C: -0.925 1.038 -2.350
C: -1.493 1.200 -1.067
C: -2.932 1.237 -0.879
C: -3.741 1.176 -2.042
C: -3.158 1.060 -3.304
C: -3.421 1.304 0.429
C: -2.561 1.321 1.531
C: -1.133 1.301 1.281
C: -0.202 1.266 2.341
C: -0.680 1.273 3.649
C: -2.046 1.313 3.918
C: -2.983 1.334 2.885
H: -1.336 0.860 -4.442
H: -4.831 1.215 -1.927
H: -3.799 1.019 -4.185
H: -4.499 1.345 0.593
H: 0.041 1.241 4.466
H: -2.393 1.322 4.952
H: -4.059 1.355 3.102
N: -0.663 1.256 0.007
Y: 0.854 -2.151 -0.162
C: 0.589 0.857 -2.468
H: 1.085 1.479 -1.707
H: 0.939 1.098 -3.459
C: 1.287 1.158 1.996
H: 1.483 1.762 1.098
H: 1.905 1.476 2.822
P: 1.159 -0.833 -2.264
P: 1.880 -0.494 1.659
C: 1.861 -1.334 3.237
H: 2.300 -2.336 3.172
H: 2.455 -0.714 3.917
H: 0.843 -1.435 3.624
C: 3.591 -0.275 1.222
H: 4.055 0.233 2.071
H: 4.099 -1.226 1.040
H: 3.690 0.348 0.328
C: 0.366 -1.779 -3.546
H: 0.605 -1.276 -4.486
H: 0.748 -2.810 -3.569
H: -0.719 -1.825 -3.412
C: 2.889 -0.815 -2.617
H: 3.338 -1.811 -2.541
H: 2.981 -0.451 -3.642
H: 3.429 -0.146 -1.938
C: -0.142 -3.170 1.361
O: -0.735 -3.879 2.178
H: -0.874 -1.150 0.080
Br: 2.630 -3.919 0.496

As for the net charge: +1. The value obtained for the LUMO energy is -4.46 eV. The calculation puts the gap between HOMO and LUMO at 6.0623 eV.

***

x) Here is C20H24BrNOP2Y as an isolated structure from the OMol25 dataset. Energies are from ωB97M-V/def2-TZVPD.

CARTESIAN COORDINATES (ANGSTROEM)
C: -1.541 3.385 -3.709
C: -1.355 2.052 -3.349
C: -0.052 1.468 -3.474
C: 1.048 2.263 -3.929
C: 0.806 3.634 -4.259
C: -0.465 4.174 -4.129
C: 2.310 1.653 -3.988
C: 2.463 0.264 -3.906
C: 1.329 -0.496 -3.475
C: 1.434 -1.909 -3.325
C: 2.656 -2.532 -3.594
C: 3.773 -1.777 -3.974
C: 3.688 -0.414 -4.157
H: -2.542 3.833 -3.624
H: 1.656 4.243 -4.592
H: -0.641 5.222 -4.379
H: 3.172 2.269 -4.256
H: 2.745 -3.615 -3.460
H: 4.715 -2.298 -4.151
H: 4.552 0.175 -4.473
N: 0.200 0.174 -3.026
Y: 0.067 0.131 -0.728
C: -2.530 1.260 -2.758
H: -2.599 0.247 -3.208
H: -3.469 1.819 -2.933
C: 0.263 -2.726 -2.809
H: -0.687 -2.462 -3.315
H: 0.465 -3.804 -2.921
P: -2.436 1.090 -0.924
P: -0.011 -2.523 -0.994
C: 1.317 -3.506 -0.285
H: 1.214 -3.480 0.807
H: 1.187 -4.527 -0.661
H: 2.298 -3.110 -0.568
C: -1.525 -3.428 -0.650
H: -1.351 -4.476 -0.926
H: -1.729 -3.323 0.426
H: -2.355 -2.991 -1.225
C: -2.696 2.778 -0.333
H: -3.675 3.118 -0.684
H: -2.652 2.759 0.763
H: -1.900 3.436 -0.697
C: -3.904 0.160 -0.434
H: -3.834 -0.007 0.652
H: -4.796 0.751 -0.695
H: -3.902 -0.821 -0.935
C: 2.716 0.220 -0.189
O: 3.382 -0.440 0.556
H: 3.201 1.103 -0.825
Br: -0.522 -0.274 1.794

As for the net charge: +1. The value obtained for the LUMO energy (alpha / beta) is -4.75 / -4.75 eV. The calculation puts the gap between HOMO and LUMO (alpha / beta) at 4.2456 / 4.2472 eV.

***

Energies relative to the most stable structure are w) 0.0856; x) 0.0000, reported in hartree.

***

w) Here is a single C2H5N3S2 molecule from the OMol25 dataset. Energies are from ωB97M-V/def2-TZVPD.

CARTESIAN COORDINATES (ANGSTROEM)
C: 1.164 0.443 0.062
C: -0.129 0.252 -0.752
N: -1.415 0.117 -0.037
N: 2.309 0.050 -0.367
N: -1.244 -0.627 1.133
S: 2.850 -1.119 -1.292
S: -2.783 1.122 -0.088
H: 1.208 0.962 1.078
H: -0.353 0.954 -1.560
H: -0.046 -0.719 -1.235
H: -0.962 -0.062 1.903
H: -0.599 -1.371 1.155

The value obtained for the LUMO energy (alpha / beta) is -1.58 / -1.13 eV. The calculation puts the gap between HOMO and LUMO (alpha / beta) at 6.8600 / 7.8250 eV.

***

x) Here is a single C2H5N3S2 molecule from the OMol25 dataset. Energies are from ωB97M-V/def2-TZVPD.

CARTESIAN COORDINATES (ANGSTROEM)
N: -0.781 -0.848 0.997
C: -1.244 -0.206 -0.115
S: -2.804 -0.367 -0.613
N: -0.353 0.742 -0.651
C: 0.880 1.132 0.017
N: 1.970 0.497 0.169
S: 2.321 -0.922 -0.668
H: -1.265 -1.633 1.338
H: 0.191 -0.690 1.326
H: -0.925 1.379 -1.149
H: 0.932 2.003 0.619
H: 1.079 -1.087 -1.270

The SMILES is NC(=S)N/C=N\S. The value obtained for the LUMO energy is 0.52 eV. The calculation puts the gap between HOMO and LUMO at 9.2946 eV.

***

Energies relative to the most stable structure are w) 0.1317; x) 0.0000, reported in hartree.

***

w) Here is a 2-piece molecular cluster, C5H8ClN2 overall from the OMol25 dataset. Energies are from ωB97M-V/def2-TZVPD.

CARTESIAN COORDINATES (ANGSTROEM)
C: 1.054 -1.457 -0.333
C: 0.094 -2.087 0.477
C: 0.581 -0.449 -1.142
C: -1.211 -1.747 0.432
C: -0.750 0.104 -0.970
N: -1.600 -0.583 -0.171
N: -0.152 1.823 0.427
Cl: -3.234 0.103 -0.107
H: 2.154 -1.789 -0.402
H: 0.269 -2.984 1.072
H: 1.242 0.121 -1.904
H: -2.089 -2.163 0.960
H: -0.925 0.937 -1.651
H: 0.448 1.613 1.180
H: -0.858 2.456 0.696
H: 0.287 1.973 -0.451

As for the net charge: +1. The value obtained for the LUMO energy is -4.50 eV. The calculation puts the gap between HOMO and LUMO at 9.0040 eV.

***

x) Here is an isolated ion of composition C5H8ClN2 and charge +1 from the OMol25 dataset. Energies are from ωB97M-V/def2-TZVPD.

CARTESIAN COORDINATES (ANGSTROEM)
C: 1.198 -1.317 -0.674
C: -0.019 -0.553 -0.374
N: -1.256 -0.849 -0.723
C: -2.114 0.183 -0.234
Cl: -3.884 0.022 -0.329
C: -1.326 1.147 0.351
N: -0.015 0.662 0.234
C: 1.230 1.133 0.895
H: 1.868 -1.287 0.309
H: 0.978 -2.366 -0.849
H: 1.773 -0.799 -1.458
H: -1.538 -1.639 -1.158
H: -1.623 1.980 0.934
H: 2.188 0.843 0.259
H: 1.173 2.170 0.965
H: 1.367 0.672 1.852

As for the net charge: +1. The SMILES is Cc1[nH+]c(Cl)cn1C. The value obtained for the LUMO energy is -3.12 eV. The calculation puts the gap between HOMO and LUMO at 10.6707 eV.

***

Energies relative to the most stable structure are w) 0.0810; x) 0.0000, reported in hartree.

***

w) Here is a single C5H7F molecule from the OMol25 dataset. Energies are from ωB97M-V/def2-TZVPD.

CARTESIAN COORDINATES (ANGSTROEM)
C: 1.659 0.288 -0.231
C: 0.437 0.041 0.192
C: -0.250 1.016 1.092
C: -0.426 -1.036 -0.139
C: -0.989 -1.054 -1.347
F: -1.797 -2.056 -1.642
H: 2.336 -0.470 -0.555
H: 2.201 1.230 -0.003
H: -0.788 0.575 1.862
H: 0.329 1.914 1.539
H: -1.090 1.666 0.574
H: -0.762 -1.786 0.752
H: -0.860 -0.330 -2.093

The SMILES is C=C(C)/C=C/F. The value obtained for the LUMO energy is 1.09 eV. The calculation puts the gap between HOMO and LUMO at 10.4066 eV.

***

x) Here is a single C5H7F molecule from the OMol25 dataset. Energies are from ωB97M-V/def2-TZVPD.

CARTESIAN COORDINATES (ANGSTROEM)
F: -2.146 -0.007 -0.039
C: -0.785 0.021 0.061
C: -0.091 -1.116 -0.059
C: 1.353 -0.865 0.094
C: 1.498 0.618 -0.128
C: 0.107 1.205 0.081
H: -0.593 -2.064 -0.134
H: 1.906 -1.442 -0.615
H: 1.634 -1.108 1.133
H: 2.271 1.038 0.481
H: 1.777 0.778 -1.208
H: 0.005 1.699 1.075
H: -0.184 1.979 -0.671

The SMILES is FC1=CCCC1. The value obtained for the LUMO energy is 1.12 eV. The calculation puts the gap between HOMO and LUMO at 10.0237 eV.

***

y) Here is a single C5H7F molecule from the OMol25 dataset. Energies are from ωB97M-V/def2-TZVPD.

CARTESIAN COORDINATES (ANGSTROEM)
C: -1.366 1.236 0.179
C: -0.839 0.058 -0.100
F: -1.597 -1.059 -0.027
C: 0.552 -0.263 -0.494
C: 1.565 -0.615 0.557
C: 1.683 0.676 -0.180
H: -2.420 1.289 0.482
H: -0.778 2.137 0.096
H: 0.598 -0.828 -1.437
H: 1.222 -0.567 1.598
H: 2.283 -1.411 0.329
H: 2.443 0.781 -0.944
H: 1.459 1.577 0.350

The SMILES is C=C(F)C1CC1. The value obtained for the LUMO energy is 1.19 eV. The calculation puts the gap between HOMO and LUMO at 10.7282 eV.

***

Energies relative to the most stable structure are w) 0.0558; x) 0.0000; y) 0.0216, reported in hartree.

***

w) Here is an isolated ion of composition C8H17N4 and charge +1 from the OMol25 dataset. Energies are from ωB97M-V/def2-TZVPD.

CARTESIAN COORDINATES (ANGSTROEM)
C: 1.753 -1.202 -1.007
C: 0.998 0.061 -0.552
C: 1.478 0.554 0.812
C: 0.894 1.060 -1.757
C: -0.433 -0.462 -0.165
N: -1.300 -1.160 -1.103
C: -0.475 -1.461 0.984
C: -1.257 -1.336 2.037
N: -1.892 -0.067 2.219
C: -1.989 0.793 1.196
N: -2.815 1.887 1.280
N: -1.228 0.706 0.117
H: 2.646 -1.020 -1.385
H: 1.295 -1.668 -1.820
H: 2.030 -1.894 -0.146
H: 2.481 1.154 0.835
H: 0.819 1.289 1.257
H: 1.545 -0.304 1.331
H: 0.224 0.649 -2.608
H: 1.855 1.309 -1.987
H: 0.297 2.074 -1.447
H: -1.506 -2.149 -0.983
H: -1.086 -1.042 -2.066
H: -0.078 -2.386 0.816
H: -1.446 -2.103 2.711
H: -2.096 0.181 3.154
H: -3.651 1.832 1.822
H: -3.058 2.276 0.384
H: -1.143 1.601 -0.345

As for the net charge: +1. The SMILES is CC(C)(C)[C@@]1(N)C=CNC(=[NH2+])N1. The value obtained for the LUMO energy is -2.87 eV. The calculation puts the gap between HOMO and LUMO at 10.2953 eV.

***

x) Here is a 2-piece molecular cluster, C8H17N4 overall from the OMol25 dataset. Energies are from ωB97M-V/def2-TZVPD.

CARTESIAN COORDINATES (ANGSTROEM)
C: 1.100 0.762 3.793
C: 0.741 0.824 2.413
C: -3.722 0.999 -1.768
C: 1.554 -2.564 2.723
C: 2.479 0.308 -1.818
C: -2.206 1.115 -1.929
C: -1.412 -0.163 -1.644
C: 0.010 0.201 -2.065
N: 1.506 -0.451 4.017
N: 1.381 -1.138 2.881
N: 0.983 -0.314 1.881
N: 1.081 0.158 -1.378
H: 1.056 1.504 4.467
H: 0.376 1.564 1.828
H: -4.154 1.932 -1.607
H: -4.124 0.452 -2.640
H: -3.991 0.510 -0.755
H: 2.434 -2.829 3.405
H: 0.531 -2.888 2.921
H: 2.013 -2.721 1.744
H: 2.390 0.802 -2.764
H: 2.910 0.756 -1.038
H: 2.699 -0.799 -1.840
H: -1.785 1.349 -2.864
H: -1.808 1.790 -1.291
H: -1.250 -0.419 -0.596
H: -1.616 -1.058 -2.392
H: 0.800 -0.195 -0.481
H: 0.024 0.513 -3.202

As for the net charge: +1. The value obtained for the LUMO energy is -3.79 eV. The calculation puts the gap between HOMO and LUMO at 8.8222 eV.

***

Energies relative to the most stable structure are w) 0.0000; x) 0.0794, reported in hartree.